{"formula": "C34H37N3O3", "method": "ωB97M-V/def2-TZVPD", "spin_multiplicity": 1, "de_lowest_ev": 1.214, "largest_force_ha_per_bohr": 0.0677, "charge": 0, "orbital_gap_ev": 1.74, "elements": ["C", "N", "C", "O", "C", "C", "C", "C", "N", "C", "C", "C", "C", "C", "C", "N", "C", "C", "C", "C", "C", "C", "C", "C", "C", "C", "C", "C", "H", "H", "H", "H", "H", "H", "H", "H", "H", "H", "H", "H", "H", "H", "H", "H", "H", "H", "H", "H", "H", "H", "H", "H", "H", "H", "C", "C", "O", "C", "C", "C", "C", "C", "C", "C", "C", "O", "H", "H", "H", "H", "H", "H", "H", "H", "H", "H", "H"], "coordinates": [[2.5584, 2.6237, 1.0848], [2.2079, 1.2427, 0.8064], [3.1694, 0.3684, 0.3525], [4.3357, 0.6284, 0.1453], [2.4990, -0.9858, 0.1862], [3.1778, -2.0569, 1.0455], [4.6143, -2.2793, 0.6917], [5.0999, -2.7031, -0.5209], [6.4704, -2.7695, -0.4765], [6.8926, -2.3509, 0.7708], [8.1728, -2.2101, 1.3182], [8.2849, -1.7709, 2.6094], [7.1482, -1.4540, 3.3737], [5.8888, -1.5769, 2.8507], [5.7472, -2.0398, 1.5291], [1.0587, -0.7973, 0.5447], [0.1166, -1.7795, 0.4370], [-1.2072, -1.5961, 0.7645], [-2.2101, -2.5407, 0.6970], [-3.5594, -2.2695, 1.0636], [-4.5299, -3.2884, 1.0089], [-5.8346, -3.0482, 1.3710], [-6.2197, -1.7895, 1.7973], [-5.2901, -0.7660, 1.8557], [-3.9839, -0.9951, 1.4953], [0.8457, 0.6415, 0.9538], [0.4179, 0.7349, 2.4143], [-0.1091, 1.3555, -0.0016], [3.6237, 2.7672, 0.9112], [2.0032, 3.2992, 0.4383], [2.3428, 2.8642, 2.1221], [2.5453, -1.2661, -0.8743], [3.1001, -1.7528, 2.0940], [2.6304, -3.0025, 0.9693], [4.4986, -2.9447, -1.3798], [7.1015, -2.9980, -1.2458], [9.0366, -2.4418, 0.7206], [9.2627, -1.6668, 3.0494], [7.2736, -1.1007, 4.3852], [5.0142, -1.3252, 3.4243], [0.4408, -2.7412, 0.0881], [-1.4831, -0.6263, 1.1166], [-1.9670, -3.5318, 0.3594], [-4.2375, -4.2686, 0.6783], [-6.5622, -3.8422, 1.3192], [-7.2436, -1.6014, 2.0759], [-5.5918, 0.2168, 2.1807], [-3.2880, -0.1775, 1.5408], [1.1791, 0.2905, 3.0535], [0.2921, 1.7744, 2.7122], [-0.5164, 0.2140, 2.6060], [0.2934, 1.3404, -1.0131], [-1.0923, 0.8939, -0.0367], [-0.2374, 2.3958, 0.2927], [-6.5209, 3.2704, 0.4401], [-5.3712, 3.4471, -0.5281], [-4.9726, 2.2433, -1.1403], [-4.0425, 2.5252, -2.1116], [-3.3703, 1.4079, -2.7028], [-2.3248, 1.5230, -3.6298], [-1.9681, 2.7579, -4.2130], [-0.9465, 2.8487, -5.1203], [-0.2178, 1.7209, -5.4560], [-0.5270, 0.4968, -4.8847], [-1.5697, 0.3891, -3.9997], [-3.7702, 3.6755, -2.4435], [-6.6411, 4.1364, 1.0919], [-7.4601, 3.1176, -0.0889], [-6.3652, 2.3943, 1.0666], [-5.6276, 4.1555, -1.3278], [-4.4796, 3.8501, -0.0284], [-3.6663, 0.4290, -2.3783], [-2.5215, 3.6362, -3.9355], [-0.6944, 3.8036, -5.5537], [0.6001, 1.8009, -6.1524], [0.0751, -0.3675, -5.1157], [-1.7987, -0.5583, -3.5444]]}